ORCA calculation (ωB97M-V/def2-TZVPD) on a 8-piece molecular cluster, C54H108F12N4O10S2 overall.

HOMO-LUMO gap: 0.1889 Eh
total charge: 0
relative energy (zero: lowest compared OMol25 entry of this formula, charge and spin): 4.708 eV
E_tot: -138454.7735 eV

```
190
Properties=species:S:1:pos:R:3:forces:R:3:lowdin_charge:R:1
C 4.7518 2.1763 0.8905 0.38 -0.73 0.22 -0.11
C -2.6102 -0.5009 4.8503 0.37 -0.63 -1.08 -0.31
O 1.0679 7.6279 -0.6437 -0.83 -1.74 -0.65 -0.34
H -5.9212 0.3710 2.9071 -0.31 0.59 0.21 0.08
H -3.4968 -3.0703 2.2987 0.16 -0.59 -0.45 0.08
H -1.2680 -6.2865 4.4174 0.87 -0.26 -0.08 0.07
H 4.1867 2.1314 2.9937 0.20 -0.26 -0.05 0.12
C 5.8197 4.2746 1.0635 -1.72 1.83 -1.40 -0.09
H 7.6634 3.6760 -1.9496 -0.18 -0.11 0.00 0.11
H -2.4535 3.0541 3.7493 1.26 -0.24 0.35 0.12
C 2.9221 -1.2772 2.2247 0.12 -0.13 -0.48 -0.24
C 4.2765 2.4785 -3.5732 0.11 1.01 -1.13 -0.26
H -0.9180 4.8581 1.6809 -0.69 0.07 -0.44 0.10
H 4.6691 -7.1811 0.0915 0.34 0.01 0.23 0.09
O -3.1019 0.7548 5.1092 -1.15 1.71 -0.72 -0.14
C -2.6491 -2.9439 -4.4986 0.49 0.96 0.74 -0.19
H 3.8111 3.8660 -0.9934 0.17 -0.33 0.64 0.10
H -6.5455 0.7185 -2.2686 0.45 -0.03 0.11 0.11
H 9.5293 2.0263 -1.7241 -0.02 0.09 -0.09 0.08
H -1.2259 -1.4458 3.4805 0.19 0.07 -0.05 0.04
F 0.8936 1.3340 -2.6076 0.69 -0.70 0.41 0.12
C 2.5569 -2.6893 1.7223 -2.72 0.19 1.01 -0.13
C 0.6230 -6.0360 -0.5393 0.61 0.16 -1.10 -0.14
H 5.9565 1.9773 2.6754 -0.20 -0.40 0.16 0.11
C -1.6078 -0.4483 3.6980 -0.74 0.92 -0.32 -0.07
H 3.9881 0.3930 -4.0805 0.12 -0.26 -0.52 0.07
F -5.7823 1.6457 5.4880 0.05 -0.76 0.77 0.05
H 0.2980 -6.0121 2.4154 -0.22 -0.15 0.13 0.12
H 0.0354 -3.4736 4.1161 0.40 -0.02 -0.14 0.10
H 2.2687 -0.9277 3.0241 -0.51 -0.30 -0.11 0.11
C -0.3646 -4.3491 3.6046 -1.33 -0.38 1.29 -0.21
C -5.9967 0.6111 -3.2043 0.67 0.11 -0.86 -0.15
H 2.8273 -0.4933 1.4732 0.44 -0.10 -0.37 0.09
H -4.1056 -1.5951 1.7760 0.62 0.60 0.13 0.06
C -0.5174 -5.0393 -0.8749 0.96 -0.89 1.00 -0.11
H -3.8325 0.1417 6.9176 -0.30 -0.53 0.16 0.12
H -5.1455 -2.7890 0.2066 -0.32 0.47 -0.07 0.11
O -2.3619 1.6156 7.0930 -4.28 -0.88 -1.30 -0.29
H -0.2784 3.4362 2.3346 -0.23 -0.39 0.34 0.12
C 0.6172 -4.9907 2.6226 -1.80 -0.59 -0.30 -0.12
H -4.9847 -0.8021 -5.3605 0.39 -0.78 -0.25 0.14
H -1.4371 -5.2736 1.1088 0.60 -0.45 0.14 0.14
F 3.1083 -2.4639 -3.8157 0.90 1.47 -2.70 0.19
H -5.6406 -1.8530 -1.9609 0.06 0.04 0.52 0.12
C -4.5093 0.2307 -3.1458 0.49 -0.10 1.03 -0.09
H -3.8985 4.9831 2.2218 0.18 0.03 -1.11 0.13
H 5.0963 -1.8178 2.3221 -0.26 -0.65 0.11 0.08
H -1.3050 -3.9708 3.2038 0.17 -0.09 -0.86 0.08
H 2.0973 -4.4772 -0.2995 -0.01 -0.20 -0.06 0.10
H 8.1875 4.4267 -0.4648 -0.36 0.06 0.12 0.10
C -4.0100 1.6799 1.3332 -0.69 1.92 -0.19 -0.07
O -0.6218 -0.4002 0.4831 1.18 1.10 -2.51 -0.36
H -1.3947 -5.4515 -1.3735 0.08 -0.11 0.15 0.12
C 8.0647 3.4629 -0.9588 -0.97 -0.19 0.38 -0.23
H -2.6143 -2.3146 -1.4413 0.05 0.00 0.25 0.10
H 0.2841 -2.4092 1.8329 0.47 0.09 0.71 0.10
H -7.0007 -0.0990 -5.0353 -0.49 -0.06 0.37 0.12
C 9.4687 2.9265 -1.1125 0.60 -0.26 0.05 -0.10
H 5.1866 5.0295 0.5972 0.08 0.44 0.25 0.13
H -0.7609 -4.1163 -4.6740 -0.43 -0.27 -0.06 0.08
H -5.0961 4.2623 0.1755 0.04 -0.39 -0.06 0.13
H 5.9920 4.1871 3.1987 -0.17 0.00 0.14 0.12
H -3.5799 1.6276 2.3334 -0.85 -1.42 0.38 0.12
H 2.2484 -5.7447 0.9287 -0.21 0.03 -0.13 0.11
F 2.2294 5.4414 -2.4193 -0.21 -0.97 -0.11 0.10
H -0.8287 0.2966 3.8602 0.28 -0.31 0.38 0.09
H -3.2281 2.4173 -1.5431 0.53 0.52 0.37 0.08
H -3.5722 -0.9855 -0.7910 0.23 0.05 0.11 0.10
C 1.5447 -5.2036 0.2962 -0.47 0.79 0.83 -0.11
C -2.3185 3.9267 3.1103 0.66 -0.21 1.39 -0.15
C 4.8235 2.2606 -2.1849 0.55 0.51 0.03 -0.18
F -4.6372 3.2207 6.2590 0.26 1.05 0.51 0.12
O 4.2311 -4.9886 -1.4386 -1.23 -0.06 1.58 -0.15
H -2.4501 -2.0632 1.2101 0.05 0.31 0.66 0.05
C -4.8840 1.9464 6.5071 0.89 -0.18 -1.06 -0.50
H -6.0163 2.5677 1.5029 0.14 0.17 -0.07 0.11
C -3.5984 -2.0412 -1.0607 -0.96 0.13 -1.58 -0.16
H 9.9897 2.7150 -0.1788 -0.34 -0.13 0.29 0.08
C -1.1297 -3.1447 -4.3455 -0.01 -0.97 -0.05 -0.08
C -5.5846 1.6357 1.1381 1.71 0.17 0.90 -0.19
C 5.2342 3.9455 2.4535 1.07 -0.20 -0.19 -0.13
H 7.5576 2.5266 0.8686 -0.42 -0.80 0.05 0.13
H -5.9814 1.5657 -3.7303 -0.38 0.18 0.29 0.12
N 0.5810 -4.3913 1.1983 1.62 0.63 0.99 -0.15
O -1.5935 0.7518 -1.4430 1.30 -0.34 -0.30 -0.34
H 6.8270 4.6818 0.9762 -0.07 -0.40 0.47 0.12
H -0.0585 -4.2812 -1.5095 -0.29 0.35 0.18 0.09
C -1.9140 2.9740 1.0390 0.08 0.14 -2.30 -0.09
H -4.9241 2.7303 -1.4743 -0.17 -0.63 -0.50 0.07
H 5.6718 -4.2198 -0.2054 0.19 -0.13 0.66 0.11
F -5.5565 1.8537 7.7018 0.81 -0.15 -1.40 0.10
H 4.2108 -5.8179 1.1678 -0.39 -0.33 0.13 0.03
H 4.3146 4.4484 2.7527 0.11 0.32 -0.64 0.13
H -3.1930 -3.5497 -3.7738 0.21 -0.55 -0.27 0.09
C -0.8005 -4.5810 0.5581 -0.32 1.50 -0.42 -0.09
C -6.2537 0.4924 1.8761 0.81 -0.33 -0.29 -0.08
H -7.3307 0.6308 1.7819 0.05 -0.53 0.20 0.08
H -0.8937 -3.0907 -3.2827 0.26 0.37 -0.23 0.04
C -2.5909 4.8541 -2.9491 -2.26 0.88 0.29 -0.08
H 4.6262 -0.3993 3.1394 0.03 -0.04 0.71 0.05
C -3.6008 3.9507 2.4052 -2.47 0.82 -1.12 -0.12
C -3.4602 -2.4050 1.4360 -0.31 1.00 -0.12 -0.10
H -1.7506 4.1669 -3.0470 -0.25 0.04 0.01 0.07
H -4.1798 3.5779 -3.5777 -0.22 -0.35 0.00 0.08
H -5.6654 -2.3852 -4.6934 0.33 0.09 -0.31 0.14
H -7.2862 -1.0870 -3.5178 -0.40 0.23 -0.34 0.11
H 2.5024 -3.1714 2.6983 0.82 -0.93 -0.15 0.09
F 0.5334 3.9955 -2.0365 1.51 1.55 0.67 0.06
F 2.2217 0.0526 -1.3362 -1.51 0.91 -0.21 0.10
H -2.0622 -1.0410 5.6224 -0.56 0.33 0.91 0.12
H -4.0599 0.5398 -2.2021 0.42 -0.36 -0.27 0.10
H -3.9787 -3.9251 0.0635 0.66 -0.23 -0.85 0.11
C 4.9978 -6.2474 0.5479 -0.71 1.91 0.42 -0.07
H -1.5924 -4.9742 5.4264 -0.65 0.86 -0.73 0.07
H -1.6587 1.9210 1.1574 -0.12 0.07 0.22 0.10
H 5.8514 1.9699 -2.4018 0.25 -0.12 0.51 0.10
H 3.2753 2.9061 -3.5201 -0.29 -0.38 -0.16 0.10
C 5.3349 -5.2112 -0.5083 -0.28 -0.33 -2.67 -0.24
C -3.9749 4.1850 -2.6959 1.49 -1.41 0.92 -0.21
C -3.5368 1.0775 6.4432 4.25 0.73 2.84 -0.42
H -2.1683 -1.1104 -3.3600 -0.23 -0.43 0.53 0.10
H 10.0760 3.7202 -1.5477 -0.02 -0.16 -0.37 0.08
H 3.6913 2.3618 0.7200 0.16 0.36 -0.56 0.13
C -6.5998 -0.4616 -4.0887 0.92 -1.59 -0.05 -0.13
H -0.5083 -2.4703 -4.9346 -0.27 0.49 0.25 0.09
H 3.9912 -1.9691 3.8227 1.10 -0.06 0.17 0.08
H -5.7901 1.5549 0.0707 -0.02 0.10 -0.03 0.08
H 5.8358 -6.2717 1.2445 0.23 -0.72 -0.27 0.08
C 3.0722 -3.2747 -2.8299 0.90 -2.19 1.98 -0.63
H -2.7894 -0.8139 -4.8991 -0.52 0.06 -0.17 0.13
C -1.2293 3.8739 2.0310 -0.52 -0.25 0.86 -0.11
H -3.4335 1.0551 0.6510 -0.28 -0.23 -0.02 0.11
H -4.8356 4.8481 -2.6088 0.32 0.47 0.07 0.11
H -2.2460 4.8070 3.7490 0.05 -0.15 0.12 0.14
H -2.4426 5.5915 -2.1602 0.56 -0.18 -0.10 0.04
H -3.4703 -1.0519 4.4699 -0.06 -1.04 0.24 0.10
H 4.9662 1.1616 0.5550 -0.05 -0.04 0.18 0.13
S 0.1499 6.6678 -1.2840 0.10 1.54 -1.02 0.49
S -0.5254 -0.1639 -1.0074 -2.72 -1.02 3.68 0.55
H -1.3712 -3.6540 0.6146 0.47 0.25 -0.01 0.09
C 1.0836 0.8020 -1.3941 0.18 1.00 0.52 -0.54
C 4.4236 1.2750 -4.5502 -0.11 1.02 0.68 -0.07
H -3.4132 4.7621 -0.0483 -0.22 0.44 -0.22 0.12
H 0.3131 -6.9295 0.0026 -0.19 -0.08 -0.25 0.12
H 1.2595 -6.2541 -1.3969 -0.43 -0.64 -0.29 0.13
H 0.8528 -2.3920 0.2938 0.21 -0.78 -0.53 0.09
N 5.6449 3.1194 0.0733 -0.52 0.00 1.49 -0.17
C -2.9143 -1.4937 -4.0562 -0.32 0.12 -0.16 -0.11
O -0.3207 7.0794 -2.6165 0.95 -0.89 1.22 -0.34
C -4.6362 -2.1983 -2.2060 0.33 1.38 -0.80 -0.04
H 4.8760 3.2702 -4.0224 -0.01 0.36 -0.05 0.11
H -0.0659 -5.3117 5.5229 0.67 -1.36 -0.37 0.07
H 5.4660 1.1524 -4.8444 0.22 -0.41 0.62 0.07
H 6.1094 -5.7069 -1.0936 0.45 0.49 -0.27 0.11
H -2.7975 5.4300 -3.8512 0.81 0.06 -0.22 0.08
C 4.3878 -4.1084 -2.5538 2.70 -2.39 -4.58 -0.43
H 5.0971 -3.3129 -2.3254 0.33 0.45 0.62 0.12
C -5.3670 -1.3545 -4.5021 -1.37 0.27 -0.25 -0.12
C -4.0988 3.9161 -0.0960 3.11 -0.04 1.09 -0.07
O -0.5579 -1.4654 -1.6725 1.16 1.05 -0.59 -0.34
F 1.8503 4.7943 -0.4053 0.04 -0.89 0.22 0.09
F 1.9489 -3.9760 -2.9772 -0.97 -1.27 -0.04 0.13
C 5.0226 2.4497 2.3708 0.44 -0.42 -0.30 -0.17
C 7.1088 2.5319 -0.1247 -0.95 1.40 -1.33 -0.05
C 4.2882 -1.4147 2.9324 -0.79 1.22 -0.81 -0.09
C 1.0546 -2.8989 1.2374 0.00 0.31 -0.27 -0.06
H 3.9962 1.5306 -5.5198 -0.67 -0.18 0.24 0.08
C -3.9533 3.2249 -1.4436 -2.32 0.02 -0.67 -0.19
F 2.8313 -2.4761 -1.7707 -0.19 0.61 1.73 0.08
H 4.3071 1.3858 -1.7897 0.01 0.16 0.62 0.10
H -5.8703 -0.4210 1.4214 -0.65 -0.37 -0.28 0.05
H 3.3090 -3.0817 1.0378 -0.19 -0.15 0.08 0.11
H 5.3714 4.3991 -1.5473 -0.03 -0.25 -0.78 0.13
H -3.0200 -3.1366 -5.5053 -0.05 -0.01 0.07 0.11
O -0.9217 6.1526 -0.4520 0.18 -0.40 0.51 -0.36
N -3.4769 3.0989 1.1100 0.51 1.34 -0.04 -0.15
H -4.7623 -3.2332 -2.5242 0.30 0.11 -0.32 0.12
N -4.3210 -1.2705 -3.4553 0.10 0.34 0.74 -0.18
C 4.8169 3.5170 -1.2270 1.76 -1.39 -0.09 -0.03
C -4.0609 -2.8392 0.1111 -1.08 -1.71 1.40 -0.27
H 6.9018 1.5926 -0.6374 0.66 -0.19 0.47 0.12
H -2.1315 -0.0665 2.8216 0.05 -0.26 -0.32 0.03
H 1.5648 -5.1498 3.1373 0.50 0.77 -0.81 0.13
C 1.2521 5.0893 -1.5599 -1.74 1.81 -0.64 -0.58
H -4.4727 3.6134 2.9656 0.25 -0.61 0.22 0.13
H -3.9691 0.6662 -3.9865 -0.04 0.40 0.30 0.14
C -0.8275 -5.3444 4.7438 0.37 1.27 0.41 -0.08
O 4.9289 -4.8270 -3.7154 -2.32 2.44 3.46 -0.31
F 1.2750 1.8926 -0.5381 -0.37 -2.01 -0.82 0.06
H -1.6301 3.2544 0.0247 -0.10 -0.18 -0.16 0.12
```
Forces are in eV/Å.